## A
{
  "formula": "C6H4",
  "method": "ωB97M-V/def2-TZVPD",
  "symbols": ["C", "C", "C", "C", "C", "C", "H", "H", "H", "H"],
  "positions_angstrom": [[1.04, 1.34, 1.79], [0.48, 0.97, 0.63], [-0.06, 0.27, -0.39], [0.52, -1.04, -1.04], [-0.67, -1.60, -1.19], [-1.19, -0.30, -1.17], [0.92, 0.64, 2.61], [1.62, 2.17, 2.16], [-1.14, -2.64, -1.35], [-1.52, 0.19, -2.06]],
  "gap_ev": 9.06,
  "e_lumo_ha": 0.006,
  "charge": 0,
  "spin_multiplicity": 1
}

## B
{
  "formula": "C6H4",
  "method": "ωB97M-V/def2-TZVPD",
  "symbols": ["C", "C", "C", "C", "C", "C", "H", "H", "H", "H"],
  "positions_angstrom": [[-3.88, 0.93, -0.05], [0.28, -0.39, 0.14], [1.43, 0.25, 0.15], [-3.03, 0.08, -0.08], [2.55, 0.85, -0.07], [-0.73, -1.16, 0.03], [3.55, 0.42, 0.02], [2.47, 1.96, -0.29], [-0.75, -2.32, 0.17], [-1.89, -0.62, -0.02]],
  "gap_ev": [6.18, 6.20],
  "e_lumo_ha": [-0.122, -0.121],
  "charge": 0,
  "spin_multiplicity": 1
}

## C
{
  "formula": "C6H4",
  "method": "ωB97M-V/def2-TZVPD",
  "symbols": ["C", "C", "C", "C", "C", "C", "H", "H", "H", "H"],
  "positions_angstrom": [[-0.84, -0.41, -0.17], [-0.43, 0.90, -0.23], [1.33, -1.02, 0.13], [1.65, 0.18, 0.00], [0.06, -1.45, 0.03], [0.89, 1.33, 0.00], [-1.86, -0.52, -0.20], [-1.14, 1.61, -0.31], [-0.77, -2.94, 0.61], [1.10, 2.32, 0.14]],
  "gap_ev": 9.38,
  "e_lumo_ha": -0.007,
  "charge": 0,
  "spin_multiplicity": 1
}

## D
{
  "formula": "C6H4",
  "method": "ωB97M-V/def2-TZVPD",
  "symbols": ["C", "C", "C", "C", "C", "C", "H", "H", "H", "H"],
  "positions_angstrom": [[2.58, 0.15, -1.09], [2.54, -0.05, 1.10], [1.81, 0.69, -0.20], [1.75, -0.72, 0.20], [0.25, 0.78, 0.06], [0.27, -0.84, -0.05], [0.11, 1.06, 1.12], [-0.29, 1.23, -0.83], [0.07, -1.11, -1.12], [-0.33, -1.47, 0.62]],
  "gap_ev": 9.36,
  "e_lumo_ha": -0.017,
  "charge": 0,
  "spin_multiplicity": 1
}

Tell me which of them is the most stable. Sure, it is C.